Entry 1:
Computed, not measured: a cluster of 10 separate species, C19H39NO39S10 in total in a non-equilibrium geometry, with wB97M-V/def2-TZVPD.

Last column: Löwdin charge in e.
Element x y z (Å)
O (-5.95, 0.04, 4.66)  0.151
C (-5.14, -0.40, 3.91)  -0.619
O (-5.40, -0.52, 2.59)  0.053
N (-3.87, -0.82, 4.42)  -0.458
O (-3.67, -2.20, 4.26)  -0.055
S (-2.57, 0.12, 3.82)  0.940
H (-4.76, -0.02, 2.07)  0.106
H (-3.15, -2.35, 3.44)  0.052
H (-2.48, 1.07, 4.76)  -0.102
C (0.71, -1.05, -0.04)  -0.159
C (-0.50, -0.81, -0.90)  -0.160
O (-1.29, -2.00, -0.75)  -0.177
S (-1.10, -2.58, 0.71)  0.589
O (-2.17, -2.14, 1.53)  -0.246
O (-0.73, -3.95, 0.61)  -0.223
O (0.19, -1.74, 1.11)  -0.197
H (1.43, -1.70, -0.53)  0.140
H (1.20, -0.13, 0.27)  0.102
H (-0.25, -0.65, -1.95)  0.113
H (-1.09, 0.04, -0.54)  0.137
C (-0.65, -6.50, -3.33)  -0.158
C (0.45, -5.92, -2.48)  -0.140
O (1.21, -5.09, -3.38)  -0.244
S (0.21, -4.46, -4.47)  0.597
O (-0.15, -3.15, -4.06)  -0.223
O (0.72, -4.72, -5.77)  -0.221
O (-1.04, -5.43, -4.20)  -0.181
H (-0.29, -7.33, -3.95)  0.134
H (-1.50, -6.83, -2.74)  0.136
H (1.09, -6.69, -2.05)  0.140
H (0.05, -5.29, -1.68)  0.121
C (0.93, 4.84, 2.19)  -0.162
C (-0.44, 4.76, 2.83)  -0.160
O (-0.82, 3.39, 2.68)  -0.189
S (0.48, 2.45, 2.75)  0.604
O (0.60, 1.93, 4.06)  -0.220
O (0.48, 1.61, 1.61)  -0.205
O (1.57, 3.61, 2.54)  -0.177
H (0.85, 4.88, 1.10)  0.133
H (1.51, 5.68, 2.55)  0.135
H (-1.16, 5.41, 2.36)  0.135
H (-0.39, 4.98, 3.90)  0.136
C (1.31, -3.35, 5.31)  -0.163
C (1.58, -2.31, 6.37)  -0.162
O (1.97, -1.14, 5.63)  -0.176
S (1.19, -1.11, 4.23)  0.600
O (0.06, -0.26, 4.36)  -0.339
O (2.14, -0.94, 3.19)  -0.207
O (0.68, -2.63, 4.25)  -0.185
H (2.24, -3.79, 4.93)  0.133
H (0.66, -4.15, 5.67)  0.136
H (2.38, -2.60, 7.06)  0.134
H (0.68, -2.07, 6.94)  0.135
C (6.10, -4.14, -6.02)  -0.166
C (4.89, -3.92, -6.90)  -0.164
O (4.10, -5.09, -6.72)  -0.178
S (4.27, -5.65, -5.23)  0.625
O (3.19, -5.19, -4.44)  -0.221
O (4.62, -7.02, -5.30)  -0.209
O (5.58, -4.79, -4.85)  -0.185
H (6.82, -4.81, -6.49)  0.134
H (6.60, -3.22, -5.74)  0.133
H (5.16, -3.79, -7.95)  0.136
H (4.31, -3.06, -6.57)  0.131
C (3.95, 0.51, -3.27)  -0.147
C (3.33, 0.99, -4.56)  -0.152
O (1.98, 1.36, -4.19)  -0.175
S (1.98, 1.93, -2.71)  0.606
O (2.01, 3.35, -2.75)  -0.216
O (0.99, 1.23, -1.96)  -0.216
O (3.42, 1.41, -2.27)  -0.178
H (3.63, -0.50, -3.01)  0.132
H (5.03, 0.56, -3.28)  0.138
H (3.31, 0.22, -5.32)  0.137
H (3.84, 1.88, -4.94)  0.077
C (-4.14, 1.52, 8.00)  -0.150
C (-4.59, 2.84, 8.59)  -0.159
O (-3.42, 3.36, 9.23)  -0.191
S (-2.12, 2.91, 8.42)  0.591
O (-1.73, 3.97, 7.56)  -0.225
O (-1.21, 2.32, 9.33)  -0.216
O (-2.81, 1.77, 7.54)  -0.200
H (-4.10, 0.74, 8.77)  0.136
H (-4.77, 1.18, 7.18)  0.131
H (-5.40, 2.72, 9.31)  0.135
H (-4.90, 3.54, 7.81)  0.134
C (-7.28, 1.57, -1.86)  -0.168
C (-8.56, 1.88, -1.11)  -0.171
O (-8.79, 0.72, -0.30)  -0.186
S (-7.38, 0.09, 0.15)  0.619
O (-7.05, 0.54, 1.44)  -0.208
O (-7.39, -1.29, -0.19)  -0.203
O (-6.47, 0.88, -0.91)  -0.188
H (-7.47, 0.91, -2.70)  0.134
H (-6.78, 2.47, -2.21)  0.133
H (-9.41, 2.05, -1.77)  0.134
H (-8.44, 2.74, -0.45)  0.133
C (4.78, 6.56, -4.80)  -0.152
C (4.87, 6.27, -6.28)  -0.155
O (5.88, 5.26, -6.39)  -0.180
S (5.84, 4.33, -5.09)  0.614
O (5.09, 3.16, -5.38)  -0.236
O (7.15, 4.25, -4.55)  -0.201
O (4.95, 5.28, -4.18)  -0.176
H (5.60, 7.21, -4.47)  0.136
H (3.83, 7.00, -4.51)  0.139
H (5.15, 7.14, -6.87)  0.137
H (3.93, 5.86, -6.66)  0.136

Output
* E_LUMO: 0.0029 Ha
* structure (SMILES): O=S1(=O)OCCO1.O=S1(=O)OCCO1.O=S1(=O)OCCO1.O=S1(=O)OCCO1.O=S1(=O)OCCO1.O=S1(=O)OCCO1.O=S1(=O)OCCO1.O=S1(=O)OCCO1.O=S1(=O)OCCO1.O=C(O)N(O)S
* E_HOMO: -0.303 Ha
* DFT total energy: -7718.0372 hartree
* orbital gap: 8.3 eV

=====

Entry 2:
Computed, not measured: a structure of composition C19H39O3P3Ru in a non-equilibrium geometry, with wB97M-V/def2-TZVPD.

Last column: Löwdin charge in e.
Element x y z (Å)
P (-2.68, -0.65, 0.49)  0.923
C (-3.74, 0.76, 0.99)  -0.223
H (-4.71, 0.35, 1.37)  0.108
H (-4.00, 1.44, 0.16)  0.078
H (-3.32, 1.37, 1.81)  0.061
C (-3.83, -1.25, -0.79)  -0.208
H (-3.65, -2.30, -1.09)  0.056
H (-3.83, -0.63, -1.72)  0.084
H (-4.88, -1.21, -0.39)  0.112
C (-2.98, -1.66, 1.93)  -0.219
H (-4.08, -1.88, 2.00)  0.112
H (-2.70, -1.14, 2.87)  0.083
H (-2.45, -2.64, 1.93)  0.061
P (1.93, -0.69, 1.88)  0.781
C (2.21, 0.52, 3.22)  -0.236
H (3.15, 0.25, 3.76)  0.101
H (1.40, 0.53, 3.98)  0.071
H (2.34, 1.56, 2.87)  0.068
C (1.83, -2.13, 2.99)  -0.235
H (2.00, -3.10, 2.49)  0.048
H (0.86, -2.19, 3.53)  0.075
H (2.63, -2.04, 3.78)  0.099
C (3.64, -0.69, 1.27)  -0.229
H (4.33, -1.00, 2.09)  0.102
H (3.97, 0.32, 0.95)  0.073
H (3.83, -1.37, 0.41)  0.053
P (0.81, 0.91, -2.51)  0.837
C (1.11, 2.71, -2.64)  -0.233
H (1.19, 2.98, -3.72)  0.101
H (2.06, 3.02, -2.17)  0.076
H (0.30, 3.34, -2.23)  0.049
C (2.32, 0.42, -3.36)  -0.242
H (2.50, 1.10, -4.23)  0.099
H (2.31, -0.61, -3.76)  0.050
H (3.22, 0.51, -2.70)  0.079
C (-0.49, 0.86, -3.79)  -0.234
H (-0.06, 1.22, -4.76)  0.103
H (-1.35, 1.54, -3.56)  0.072
H (-0.92, -0.15, -3.99)  0.052
Ru (0.13, 0.12, 0.21)  0.842
C (-0.59, 0.65, 1.90)  -0.315
O (-0.93, 1.08, 2.93)  0.188
C (1.41, 1.53, 0.22)  -0.333
O (2.15, 2.42, 0.38)  0.187
C (1.59, -2.76, -1.76)  -0.004
C (0.45, -2.64, -2.55)  0.030
C (-0.84, -2.92, -1.99)  -0.006
C (-0.94, -3.51, -0.72)  -0.020
C (0.24, -3.62, 0.09)  0.031
C (1.50, -3.35, -0.45)  -0.003
H (2.57, -2.55, -2.16)  0.135
H (0.52, -2.47, -3.61)  0.142
H (-1.71, -2.82, -2.62)  0.133
H (-1.83, -3.99, -0.39)  0.129
H (0.14, -4.08, 1.07)  0.144
H (2.40, -3.70, 0.01)  0.134
C (-2.05, 3.52, 0.79)  -0.034
C (-1.23, 3.05, -0.35)  -0.254
O (-1.41, 1.63, -0.62)  -0.298
H (-3.10, 3.39, 0.58)  0.087
H (-1.85, 4.58, 0.84)  0.121
H (-1.78, 3.08, 1.74)  0.069
H (-1.51, 3.49, -1.27)  0.118
H (-0.15, 3.23, -0.16)  0.103
H (-1.81, 1.37, -1.46)  0.067

Output
* ΔE to the lowest compared entry with this formula, charge and spin: 51.9 kcal/mol
* <S²>: 6.05
* E_LUMO (alpha / beta): -0.5102 / -0.6193 Ha
* E_HOMO (alpha / beta): -0.743 / -0.812 Ha
* DFT total energy: -2090.2505 hartree
* orbital gap (alpha / beta): 6.3 / 5.2 eV
* 2S+1: 5
* total charge: +4

=====

Entry 3:
Computed, not measured: a structure of composition C19H40B2BrFIN2O17RbS2 in a non-equilibrium geometry, with wB97M-V/def2-TZVPD.

Last column: Löwdin charge in e.
Element x y z (Å)
C (2.79, -1.48, 0.62)  0.021
C (1.30, -1.68, 0.70)  -0.453
O (0.77, -1.88, 1.76)  0.084
N (0.53, -1.66, -0.52)  -0.112
C (1.19, -2.37, -1.60)  -0.316
C (-0.30, -0.44, -0.69)  -0.243
O (0.48, 0.76, -0.66)  -0.232
S (1.83, 0.77, -1.63)  0.937
O (2.52, 1.97, -1.22)  -0.356
O (1.34, 1.09, -3.11)  -0.341
C (0.32, 0.22, -3.64)  -0.237
C (-1.07, 0.44, -3.08)  -0.512
Br (-1.21, 2.38, -2.83)  1.013
B (-2.18, 0.12, -4.24)  -0.728
N (-3.41, 0.74, -4.47)  0.150
O (-1.76, -0.98, -5.01)  0.102
C (-1.46, -0.35, -1.76)  -0.347
C (-2.10, -1.67, -2.19)  -0.075
C (-2.30, -2.84, -1.25)  -0.957
O (-2.41, -3.90, -1.75)  -0.289
I (-2.45, -2.83, 0.85)  1.227
O (-2.39, 0.52, -1.16)  0.041
B (-3.59, 0.23, -0.51)  -0.918
O (-3.60, 0.45, 0.85)  0.153
O (-4.73, -0.27, -1.06)  0.176
H (3.27, -2.03, -0.18)  0.080
H (3.00, -0.42, 0.50)  0.084
H (3.20, -1.80, 1.57)  0.099
H (1.41, -3.38, -1.25)  -0.037
H (0.65, -2.48, -2.54)  0.040
H (2.15, -1.94, -1.86)  0.080
H (-0.87, -0.39, 0.23)  0.132
H (0.66, -0.82, -3.60)  0.107
H (0.30, 0.46, -4.70)  0.134
H (-3.37, 1.54, -5.09)  0.082
H (-3.93, 1.17, -3.58)  0.018
H (-2.01, -0.84, -5.93)  0.109
H (-3.08, -1.56, -2.65)  0.152
H (-1.50, -2.07, -3.02)  0.117
H (-4.51, 0.48, 1.16)  0.111
H (-4.72, -0.28, -2.02)  0.088
Rb (-0.26, -4.23, -1.40)  1.347
C (-0.12, 1.37, 7.14)  -0.110
O (0.76, 0.94, 6.11)  -0.186
C (0.23, -0.11, 5.32)  -0.209
C (-0.31, 0.38, 4.00)  -0.209
O (-1.45, 1.20, 4.17)  -0.186
C (-1.18, 2.59, 4.05)  -0.102
H (0.29, 2.30, 7.54)  0.089
H (-1.12, 1.56, 6.76)  0.084
H (-0.17, 0.64, 7.95)  0.088
H (-0.55, -0.65, 5.87)  0.123
H (1.06, -0.81, 5.13)  0.124
H (-0.63, -0.48, 3.41)  0.105
H (0.47, 0.91, 3.44)  0.131
H (-1.01, 2.86, 3.00)  0.092
H (-0.32, 2.89, 4.65)  0.084
H (-2.06, 3.12, 4.41)  0.090
C (-0.89, -4.21, 4.80)  -0.029
O (-0.86, -5.57, 5.26)  0.014
C (-1.39, -6.45, 4.42)  -0.631
O (-1.87, -6.20, 3.35)  0.107
O (-1.30, -7.66, 4.97)  0.011
C (-1.84, -8.72, 4.17)  -0.033
H (-0.43, -3.63, 5.59)  0.093
H (-0.33, -4.10, 3.88)  0.089
H (-1.92, -3.89, 4.66)  0.099
H (-1.32, -8.79, 3.22)  0.095
H (-2.90, -8.56, 4.00)  0.099
H (-1.69, -9.63, 4.74)  0.095
O (4.96, 4.21, -3.51)  -0.282
S (3.71, 4.92, -3.48)  0.561
O (2.66, 4.50, -4.35)  -0.272
O (4.02, 6.46, -3.73)  -0.267
C (4.83, 6.80, -4.88)  -0.254
C (4.05, 6.75, -6.18)  -0.073
C (3.12, 5.06, -1.84)  -0.114
H (5.70, 6.14, -4.90)  0.111
H (5.19, 7.80, -4.67)  0.119
H (3.76, 5.74, -6.43)  0.071
H (4.67, 7.15, -6.98)  0.079
H (3.15, 7.35, -6.10)  0.084
H (3.93, 5.42, -1.21)  0.078
H (2.81, 4.07, -1.53)  0.036
H (2.28, 5.75, -1.83)  0.081
F (-4.45, 1.88, -2.46)  -0.503

Output
* ΔE to the lowest compared entry with this formula, charge and spin: 0.0 kcal/mol
* E_LUMO: -0.0489 Ha
* E_HOMO: -0.287 Ha
* DFT total energy: -5978.2466 hartree
* orbital gap: 6.5 eV